[1]
{
  "formula": "C15H31NO4Ta",
  "method": "ωB97M-V with the def2-TZVPD basis set",
  "symbols": ["C", "C", "C", "C", "O", "Ta", "C", "C", "O", "C", "C", "C", "C", "C", "C", "C", "O", "C", "N", "C", "O", "H", "H", "H", "H", "H", "H", "H", "H", "H", "H", "H", "H", "H", "H", "H", "H", "H", "H", "H", "H", "H", "H", "H", "H", "H", "H", "H", "H", "H", "H", "H"],
  "positions_angstrom": [[-3.08839, -3.40730, 1.68549], [-1.75349, -2.68342, 2.26268], [-0.46656, -3.53531, 1.78753], [0.91796, -2.72198, 1.94334], [0.80047, -1.30208, 1.61053], [2.19548, -0.79779, 0.04397], [3.53463, -0.14926, -1.75810], [2.54009, 0.39159, -2.91350], [2.70554, 1.47343, -3.55159], [3.10097, 0.91040, 1.32047], [2.40728, 2.35052, 1.10605], [0.81754, 2.37062, 1.46015], [0.08368, 3.06646, 0.19852], [-1.49522, 3.30784, 0.39519], [-2.44540, 2.21326, -0.29599], [-2.05160, 1.83310, -1.80435], [-3.05156, 0.95553, -2.37751], [-2.49251, 0.02861, -3.33612], [1.18715, -2.26422, -1.28981], [-0.09934, -1.92318, -1.24467], [-1.30151, -1.71622, -0.92841], [-2.77948, -4.17492, 0.89265], [-3.59922, -3.98920, 2.53415], [-3.79696, -2.66624, 1.15980], [-1.71544, -1.58699, 1.93961], [-1.82234, -2.72594, 3.41338], [-0.61500, -3.83999, 0.69004], [-0.43945, -4.48646, 2.42457], [1.26237, -2.85458, 3.04354], [1.71045, -3.23368, 1.29234], [0.94628, 0.44152, -0.57190], [3.44028, -2.04804, 0.63338], [4.14214, -1.03835, -2.15811], [4.19571, 0.73839, -1.46905], [1.62321, -0.27949, -3.12867], [4.19934, 1.02775, 0.95490], [3.12766, 0.56694, 2.41323], [2.94141, 3.12513, 1.75866], [2.53177, 2.67511, -0.00133], [0.40018, 1.34502, 1.74160], [0.71481, 3.12884, 2.33429], [0.56606, 4.11979, 0.10412], [0.37465, 2.50638, -0.75370], [-1.72585, 4.39526, 0.08936], [-1.71638, 3.26365, 1.53486], [-3.50491, 2.68753, -0.34548], [-2.53001, 1.22789, 0.29605], [-1.81304, 2.74504, -2.47437], [-1.05196, 1.24348, -1.73699], [-1.38452, 0.18335, -3.57047], [-3.05511, 0.17008, -4.34300], [-2.67186, -1.06787, -3.01133]],
  "total_energy_ev": -27284.100,
  "charge": -1,
  "homo_lumo_gap_ha": 0.29732,
  "homo_ev": -5.549
}

[2]
{
  "formula": "C15H31NO7PS",
  "method": "ωB97M-V with the def2-TZVPD basis set",
  "symbols": ["O", "C", "C", "C", "C", "C", "S", "O", "O", "O", "C", "C", "P", "O", "O", "O", "H", "H", "H", "H", "H", "H", "H", "H", "H", "H", "H", "H", "H", "C", "C", "C", "N", "C", "C", "C", "C", "C", "H", "H", "H", "H", "H", "H", "H", "H", "H", "H", "H", "H", "H", "H", "H", "H", "H", "H"],
  "positions_angstrom": [[2.30814, 3.45859, 6.40285], [2.78071, 4.03503, 5.29482], [3.02172, 3.04581, 3.97088], [1.69428, 3.09974, 3.01196], [0.32032, 2.61004, 3.83070], [-0.94952, 3.04966, 2.85829], [-0.59983, 2.88849, 1.02408], [-1.22811, 1.53090, 0.56260], [-1.37310, 4.00755, 0.24964], [1.04951, 2.94325, 0.59488], [1.76338, 2.17031, 1.66536], [3.27086, 1.81598, 1.13169], [3.75408, -0.03613, 1.49602], [4.88181, -0.17835, 2.59449], [2.36573, -1.04840, 1.82834], [4.45403, -0.67643, -0.00588], [2.95082, 5.19230, 5.29394], [3.36620, 1.97394, 4.29029], [3.92233, 3.55657, 3.38168], [1.47267, 4.19886, 2.66705], [0.36098, 1.43235, 3.99671], [0.16721, 3.17209, 4.84534], [-1.16989, 4.18473, 3.12656], [-1.87819, 2.36349, 3.16049], [1.07626, 1.22005, 1.85412], [4.10596, 2.57379, 1.44545], [3.22055, 1.86943, -0.06013], [2.62075, -1.82605, 2.43057], [3.89155, -0.36762, -0.79791], [0.44935, -1.70657, -1.74116], [-0.83932, -2.01997, -0.99207], [-1.64107, -3.21003, -1.52234], [-2.49951, -2.99997, -2.78345], [-3.23098, -4.33157, -3.02413], [-3.53804, -1.88357, -2.62991], [-2.89985, -0.66243, -3.24958], [-2.03675, -1.19532, -4.37326], [-1.70030, -2.64111, -4.03925], [0.26276, -1.18900, -2.68315], [1.07932, -1.04546, -1.13844], [1.02242, -2.61616, -1.94373], [-1.45086, -1.12450, -0.88371], [-0.53698, -2.28205, 0.02967], [-2.34157, -3.51800, -0.73663], [-0.97407, -4.05599, -1.72895], [-3.85218, -4.54564, -2.14896], [-2.48016, -5.11308, -3.17039], [-3.85541, -4.23462, -3.91727], [-4.42803, -2.17255, -3.20211], [-3.80496, -1.77014, -1.57521], [-2.29002, -0.11614, -2.52525], [-3.65283, 0.04259, -3.61489], [-1.13481, -0.58995, -4.50537], [-2.58446, -1.15341, -5.32273], [-0.64018, -2.83185, -3.86337], [-2.02271, -3.29346, -4.85924]],
  "total_energy_ev": -51993.678,
  "charge": 1,
  "homo_lumo_gap_ha": 0.35410,
  "homo_ev": -12.021
}

[3]
{
  "formula": "C15H32Br2N3",
  "method": "ωB97M-V with the def2-TZVPD basis set",
  "symbols": ["C", "C", "C", "N", "C", "C", "N", "C", "C", "Br", "C", "C", "Br", "H", "H", "H", "H", "H", "H", "H", "H", "H", "H", "H", "H", "H", "H", "H", "H", "H", "C", "C", "N", "C", "C", "C", "C", "H", "H", "H", "H", "H", "H", "H", "H", "H", "H", "H", "H", "H", "H", "H"],
  "positions_angstrom": [[-2.71680, -2.23958, 2.02027], [-1.98981, -0.89501, 2.14232], [-2.66310, 0.23551, 1.41328], [-4.15284, 0.27906, 1.68820], [-4.50998, 0.76952, 3.05760], [-3.80828, 2.07931, 3.37227], [-2.35928, 1.98721, 3.14494], [-2.16927, 1.65234, 1.74160], [-0.83278, 1.96682, 1.14669], [-1.04064, 2.75822, -0.58080], [0.35893, 1.79535, 1.66664], [0.61427, 1.24510, 3.02189], [1.91207, 2.25688, 0.69614], [-2.24648, -2.92514, 2.69912], [-3.74282, -2.15012, 2.35662], [-2.68374, -2.61304, 1.00766], [-1.02095, -1.01063, 1.68528], [-1.82000, -0.70760, 3.19455], [-2.52923, 0.05520, 0.35614], [-4.54079, 0.95382, 1.02441], [-4.59742, -0.61381, 1.46842], [-5.57406, 0.95373, 3.05399], [-4.32030, 0.02732, 3.81601], [-4.22988, 2.88694, 2.79141], [-3.96288, 2.34439, 4.40549], [-2.04610, 1.23075, 3.74278], [-2.86284, 2.28773, 1.20606], [1.65184, 1.42351, 3.25605], [0.50495, 0.17884, 3.05346], [0.04932, 1.74365, 3.78861], [4.61582, 0.91349, -2.18754], [4.30439, -0.23246, -3.13889], [3.48087, -1.26743, -2.54249], [3.40150, -2.47611, -3.34629], [2.72384, -2.39080, -4.71972], [2.23592, -0.81344, -1.95654], [1.23325, -0.08241, -2.86043], [5.08708, 0.54680, -1.27443], [5.30335, 1.61154, -2.66580], [3.72037, 1.47634, -1.91571], [5.25160, -0.68764, -3.43782], [3.85798, 0.18429, -4.05550], [2.90918, -3.25424, -2.75605], [4.42413, -2.83525, -3.49473], [1.63878, -2.33812, -4.63825], [2.95556, -3.28778, -5.29686], [3.07026, -1.53491, -5.29904], [2.48254, -0.15384, -1.12007], [1.73763, -1.67115, -1.49408], [1.71751, 0.64726, -3.51017], [0.51305, 0.46096, -2.24346], [0.66431, -0.77137, -3.48326]],
  "total_energy_ev": -160621.983,
  "charge": 1,
  "homo_lumo_gap_ha": 0.24116,
  "homo_ev": -9.750
}

[4]
{
  "formula": "C15H32BrINO3P",
  "method": "ωB97M-V with the def2-TZVPD basis set",
  "symbols": ["N", "P", "C", "Br", "O", "C", "O", "O", "C", "I", "H", "H", "H", "H", "C", "C", "C", "C", "C", "C", "H", "H", "H", "H", "H", "H", "H", "H", "H", "H", "H", "H", "H", "H", "C", "C", "C", "C", "C", "C", "H", "H", "H", "H", "H", "H", "H", "H", "H", "H", "H", "H", "H", "H"],
  "positions_angstrom": [[0.00786, 3.37598, -4.49693], [1.13533, 2.65410, -5.41907], [2.70665, 3.69690, -5.61877], [4.21398, 2.51204, -6.12408], [3.08066, 4.60958, -4.54739], [3.28178, 5.96125, -5.06438], [3.26734, 7.03369, -4.45195], [3.44621, 5.70836, -6.48783], [2.29933, 4.80946, -6.70834], [1.97837, 4.26882, -8.78079], [-0.81675, 3.46987, -5.13137], [1.51163, 1.39405, -4.80095], [0.61327, 2.36199, -6.73835], [1.47425, 5.39494, -6.13931], [-1.02807, 1.84329, -1.92123], [-0.88450, 0.48300, -2.58356], [-2.02785, -0.47902, -2.25615], [-2.16826, -0.85142, -0.77654], [-0.92764, -1.48183, -0.14138], [-0.53409, -2.80798, -0.77814], [-1.01154, 1.76678, -0.83088], [-0.20398, 2.49318, -2.21976], [-1.96331, 2.32498, -2.21903], [0.07808, 0.03960, -2.30732], [-0.85641, 0.62819, -3.66939], [-1.90116, -1.39134, -2.84978], [-2.97329, -0.03474, -2.59017], [-3.01067, -1.54490, -0.67374], [-2.44192, 0.03970, -0.20141], [-1.13226, -1.65420, 0.92037], [-0.08119, -0.78952, -0.18293], [-1.35148, -3.53166, -0.70859], [0.33309, -3.23035, -0.26311], [-0.26717, -2.68852, -1.83097], [-0.00702, -0.62435, 3.67252], [-0.08929, -2.13379, 3.84457], [-1.17336, -2.57296, 4.83009], [-0.98484, -2.08838, 6.27155], [0.33509, -2.49467, 6.92966], [0.50055, -4.00241, 7.06540], [0.25835, -0.12494, 4.60731], [0.75800, -0.37195, 2.93389], [-0.96088, -0.21930, 3.32314], [0.88671, -2.52326, 4.15122], [-0.30666, -2.58368, 2.86979], [-1.23579, -3.66666, 4.81989], [-2.14621, -2.21531, 4.47154], [-1.81508, -2.47151, 6.87556], [-1.07052, -0.99677, 6.30265], [0.37443, -2.04979, 7.92940], [1.18327, -2.08107, 6.37566], [-0.31461, -4.43256, 7.65449], [1.44052, -4.23385, 7.57354], [0.52105, -4.49709, 6.09137]],
  "total_energy_ev": -111135.690,
  "homo_lumo_gap_ha": 0.31788,
  "homo_ev": -9.291
}